DFT (the ωB97M-V functional and the def2-TZVPD basis) results for a cluster of 2 separate species, C4H4O3S in total at a distorted geometry.

Output
HOMO-LUMO gap: 7.622 eV
Energy relative to the best compared isomer or geometry (same formula, charge and spin): 5.6099 eV
E_HOMO: -9.593 eV

CARTESIAN COORDINATES (ANGSTROEM)
C 2.26294 -0.82234 -0.25212
C -0.02688 0.17325 0.30381
C -1.10276 1.20271 -0.02417
C -2.45481 0.42756 -0.25892
H 3.22888 -0.23265 -0.65319
H 1.95145 -1.06649 1.31397
H 1.92473 -1.90069 -0.86895
H -3.29080 1.13923 -0.37209
O 0.98057 0.01676 -0.61797
O -0.02309 -0.22469 1.42410
O -0.80268 2.44655 0.05872
S -2.64755 -1.15920 -0.05317

DFT (the ωB97M-V functional and the def2-TZVPD basis) results for the ion C9H10BrN2 with charge +1 at a distorted geometry.

Output
Net charge: +1
Structure (SMILES): CC1=C(Br)CN2C=CC=CC2=[NH+]1
HOMO-LUMO gap (spin up / spin down): 7.117 / 7.236 eV
Energy relative to the best compared isomer or geometry (same formula, charge and spin): 3.7556 eV
E_HOMO (spin up / spin down): -11.243 / -11.457 eV

CARTESIAN COORDINATES (ANGSTROEM)
C 2.04804 2.48380 -0.58869
C 1.36688 1.28954 -0.15529
C 2.13180 -0.22116 -0.16294
Br 4.01738 -0.40172 -0.09472
C 1.35459 -1.47332 0.34980
N -0.08584 -1.27067 0.02863
C -0.79841 -2.41725 -0.34880
C -2.15056 -2.26790 -0.59525
C -2.77687 -1.05220 -0.14309
C -2.04576 -0.03430 0.37945
C -0.61654 -0.03271 0.13312
N 0.02475 1.09715 0.08665
H 1.61372 2.85582 -1.52903
H 3.15723 2.27097 -0.80547
H 1.83064 3.26737 0.24039
H 1.66536 -2.52029 -0.03172
H 1.50577 -1.55941 1.39417
H -0.26230 -3.29371 -0.28607
H -2.86658 -3.03266 -0.97509
H -3.80208 -1.02090 -0.22387
H -2.50308 0.89116 0.59836
H -0.48936 2.05457 0.10131

DFT (the ωB97M-V functional and the def2-TZVPD basis) results for the molecule C14H12N6O at a distorted geometry.

Output
Structure (SMILES): O=C(CCn1nnnc1-c1cnccn1)c1ccccc1
HOMO-LUMO gap: 9.355 eV
Energy relative to the best compared isomer or geometry (same formula, charge and spin): 1.5105 eV
E_HOMO: -9.677 eV

CARTESIAN COORDINATES (ANGSTROEM)
O 0.27202 -2.13389 0.64674
C 0.57491 -1.14861 1.36223
C 0.26914 0.24355 0.95112
C -0.15727 0.43426 -0.54239
N -0.36228 1.81830 -1.02244
N 0.09509 2.85429 -0.37094
N -0.27319 3.81668 -1.01335
N -0.95795 3.51865 -2.21752
C -1.06029 2.19520 -2.15546
C -1.73158 1.53816 -3.20463
C -2.94503 2.05127 -3.69939
N -3.59036 1.45523 -4.70987
C -2.99276 0.30197 -5.12065
C -1.83432 -0.18370 -4.54715
N -1.23912 0.34160 -3.56764
C 1.39095 -1.39657 2.50876
C 2.64533 -0.84717 2.78559
C 3.30584 -1.22435 3.94652
C 2.72318 -2.02335 4.87531
C 1.57821 -2.72378 4.49375
C 0.88316 -2.35512 3.40544
H 1.14617 0.78662 1.26645
H -0.53017 0.61892 1.59469
H -1.10791 -0.16202 -0.56661
H 0.63524 0.07720 -1.31151
H -3.34518 3.01695 -3.38470
H -3.49084 -0.20475 -5.93836
H -1.54951 -1.17941 -4.81271
H 3.13180 -0.25564 2.04118
H 4.27319 -0.87818 4.13358
H 3.23260 -2.21570 5.81030
H 1.11093 -3.36718 5.19350
H -0.09997 -2.76940 3.17016

DFT (the ωB97M-V functional and the def2-TZVPD basis) results for the ion C6H16NO with charge +1 at a distorted geometry.

Output
Net charge: +1
Structure (SMILES): CC(C)OC(C)(C)[NH3+]
HOMO-LUMO gap: 11.779 eV
Energy relative to the best compared isomer or geometry (same formula, charge and spin): 2.0254 eV
E_HOMO: -14.991 eV

CARTESIAN COORDINATES (ANGSTROEM)
C -1.12951 2.21099 0.96177
C -0.27442 1.43614 -0.06462
C 0.97742 2.22542 -0.25236
O 0.06085 0.22212 0.62012
C 0.00030 -0.96542 0.09688
C 0.23973 -2.06140 1.26434
C -1.10063 -1.59845 -0.77334
N 1.44843 -1.23718 -0.85699
H -2.01397 1.58462 1.26749
H -0.38894 2.40164 1.74147
H -1.35566 3.15170 0.52833
H -0.87714 1.08253 -0.90366
H 1.14442 2.47099 0.77574
H 0.96363 3.14306 -0.75823
H 1.81142 1.55605 -0.58348
H 0.53907 -1.52620 2.16781
H -0.64341 -2.65996 1.41192
H 1.11908 -2.76715 1.05452
H -1.47346 -0.89505 -1.58537
H -0.62175 -2.47849 -1.31375
H -1.86831 -1.93618 -0.23614
H 2.27691 -0.92728 -0.33122
H 1.35553 -0.71352 -1.75423
H 1.55091 -2.26676 -1.04891

DFT (the ωB97M-V functional and the def2-TZVPD basis) results for a cluster of 3 separate species, C4H16N2O2 in total at a distorted geometry.

Output
Structure (SMILES): CCNCCN.O.O
HOMO-LUMO gap: 9.632 eV
Energy relative to the best compared isomer or geometry (same formula, charge and spin): 1.0371 eV
E_HOMO: -8.882 eV

CARTESIAN COORDINATES (ANGSTROEM)
C 2.53760 0.95533 -0.51894
C 1.76277 -0.11544 -1.30382
N 0.37075 -0.25316 -0.84633
C 0.09529 -1.41713 0.04863
C -1.42774 -1.39910 0.22904
N -1.66926 -0.66624 1.49219
H 1.94311 1.86173 -0.46578
H 2.67722 0.60122 0.50235
H 3.47649 1.20668 -0.99566
H 1.75178 0.03295 -2.37965
H 2.33323 -1.07770 -1.19535
H 0.10280 0.63962 -0.44044
H 0.46068 -2.24363 -0.54560
H 0.55063 -1.23450 1.02167
H -1.87253 -2.42083 0.30389
H -1.98901 -0.97780 -0.60165
H -2.39133 0.04121 1.47217
H -1.89367 -1.29269 2.25635
O -2.22552 1.26371 -2.29932
H -2.01794 1.40120 -1.37419
H -1.40900 0.98511 -2.72009
O -0.29874 1.75400 2.80417
H 0.12648 1.07223 2.29279
H -0.99408 1.28322 3.26356

DFT (the ωB97M-V functional and the def2-TZVPD basis) results for a cluster of 2 separate species, C5H11NO in total.

Output
Structure (SMILES): CN=C=O.CCC
HOMO-LUMO gap: 11.177 eV
Energy relative to the best compared isomer or geometry (same formula, charge and spin): 0.8374 eV
E_HOMO: -10.390 eV

CARTESIAN COORDINATES (ANGSTROEM)
C 2.77893 0.70738 -0.19212
N 2.25760 -0.37918 0.59224
C 1.44255 -0.57012 1.45385
O 0.67712 -0.88151 2.29364
H 1.97572 1.21556 -0.73664
H 3.49578 0.31264 -0.91437
H 3.29248 1.43306 0.44640
C -1.82109 -1.39197 -0.12621
C -1.12694 -0.21760 -0.81341
C -1.30923 1.09026 -0.04490
H -1.42813 -1.53425 0.88702
H -1.67422 -2.32568 -0.67982
H -2.90064 -1.21611 -0.04595
H -0.05581 -0.43953 -0.91794
H -1.51524 -0.10113 -1.83350
H -2.37024 1.36028 0.01793
H -0.93624 0.99609 0.98255
H -0.78394 1.92406 -0.52598

DFT (the ωB97M-V functional and the def2-TZVPD basis) results for a structure of composition C32H39BrGaN5O9Si at a distorted geometry.

Output
HOMO-LUMO gap: 6.626 eV
Energy relative to the best compared isomer or geometry (same formula, charge and spin): 2.6073 eV
E_HOMO: -8.118 eV

CARTESIAN COORDINATES (ANGSTROEM)
Ga -0.59042 0.01429 -0.22986
O 0.11192 -5.26611 -0.73897
C 0.34127 -4.77236 -1.96127
C 0.44296 -5.67821 -3.01918
C 0.67257 -5.24060 -4.30606
C 0.81156 -3.88102 -4.57143
C 0.70949 -2.97551 -3.53738
C 0.46793 -3.39578 -2.22734
C 0.22598 -2.37597 -1.19445
O 0.10283 -1.13901 -1.58504
N 0.06955 -2.77019 0.03931
N -0.44848 -1.74905 0.90423
C -2.65057 -1.09703 1.80583
C -2.12662 0.19069 2.34391
C -2.51658 0.60761 3.61411
C -2.04692 1.80489 4.11575
C -1.18709 2.56531 3.33407
C -0.84428 2.09336 2.08636
N -1.30504 0.93871 1.60364
H 0.06549 -4.50129 -0.11778
H 0.33397 -6.72931 -2.78936
H 0.75416 -5.96148 -5.10901
H 1.00187 -3.53218 -5.57696
H 0.80689 -1.91527 -3.72307
H -3.41906 -1.49227 2.46401
H -3.17123 -0.02344 4.19785
H -2.33588 2.13242 5.10475
H -0.77246 3.49634 3.68999
H -0.15863 2.63520 1.44669
O 1.00200 -1.43910 2.73269
C 0.68323 -1.06257 1.63622
O 1.10822 -0.09323 0.91524
C -1.62411 -2.18371 1.54105
C -2.01484 -3.47340 1.68074
C -3.38255 -3.84508 1.60820
C -4.29515 -3.22802 0.78091
C -4.04799 -2.07074 0.02578
C -3.09625 -1.09118 0.36645
O -2.51767 -0.29572 -0.45627
N -4.79533 -1.91878 -1.20395
O -4.87020 -0.80958 -1.70302
O -5.32803 -2.91648 -1.66682
N -3.75089 -5.11997 2.20312
O -2.91443 -5.66695 2.90108
O -4.86802 -5.56007 1.99695
H -1.28047 -4.26327 1.75148
H -5.20876 -3.76527 0.56340
C 0.39646 6.55785 -3.54374
C -0.09510 5.33923 -2.74427
C -0.54068 5.80389 -1.34885
C -1.33908 4.76670 -3.44645
Si 1.32693 4.03022 -2.60914
Br -0.27974 1.93961 -1.46572
C 1.91227 3.12510 -4.21328
C 0.72704 2.86359 -5.15655
C 2.93016 4.02163 -4.94067
C 2.56544 1.76645 -3.91229
C 2.63140 4.33089 -1.20615
C 3.82936 3.37634 -1.31618
C 2.02727 4.10517 0.19127
C 3.15180 5.77590 -1.30775
H -0.40879 7.29213 -3.59961
H 0.66922 6.28137 -4.56303
H 1.25841 7.03550 -3.07677
H -1.36165 6.51419 -1.46041
H 0.25679 6.30844 -0.80513
H -0.90045 4.95392 -0.76855
H -2.15935 5.47912 -3.34562
H -1.64237 3.82493 -2.99266
H -1.16849 4.60661 -4.50734
H 0.34904 3.78824 -5.59080
H -0.08305 2.35224 -4.63693
H 1.06197 2.22868 -5.97814
H 2.50372 4.99692 -5.18179
H 3.22825 3.54245 -5.87432
H 3.82750 4.18321 -4.34198
H 1.89027 1.12200 -3.34883
H 3.49615 1.86694 -3.36099
H 2.79658 1.27339 -4.85830
H 3.50272 2.33903 -1.25513
H 4.50342 3.56136 -0.47752
H 4.39449 3.52750 -2.23576
H 1.85009 3.04171 0.35218
H 1.08953 4.63861 0.33407
H 2.74040 4.44975 0.94304
H 3.55092 5.99031 -2.30128
H 3.95532 5.91898 -0.58377
H 2.37053 6.50265 -1.08743

DFT (the ωB97M-V functional and the def2-TZVPD basis) results for a cluster of 10 separate species, C28H68N8O12 in total at a distorted geometry.

Output
Structure (SMILES): CN(C)C=O.CN(C)C=O.CN(C)C=O.CN(C)C=O.CN(C)C=O.CN(C)C=O.CN(C)C=O.CN(C)C=O.OCCO.OCCO
HOMO-LUMO gap: 9.144 eV
E_HOMO: -8.899 eV

CARTESIAN COORDINATES (ANGSTROEM)
C -18.80246 3.62805 8.29918
N -19.90779 2.83167 8.78418
C -19.72076 1.74768 9.70642
C -21.17424 3.18041 8.39106
O -21.26427 4.06020 7.56140
H -18.25805 3.03559 7.50968
H -18.19041 4.00109 9.13247
H -19.28155 4.45008 7.70314
H -20.74167 1.41851 10.05719
H -19.13144 0.87881 9.30975
H -19.26870 2.08948 10.60680
H -22.05022 2.66817 8.77637
C -13.44584 9.86940 6.12572
N -14.70983 9.42889 5.44025
C -15.46321 10.42220 4.68352
C -15.03594 8.11811 5.31501
O -16.09765 7.71346 4.80453
H -13.56371 9.94069 7.20653
H -13.05511 10.73274 5.54700
H -12.73929 9.03351 6.08972
H -14.79811 10.69211 3.85298
H -16.45450 10.00513 4.40723
H -15.73170 11.23732 5.32250
H -14.37761 7.43004 5.84270
C -18.44554 11.82797 3.14461
N -18.85797 12.06380 4.52139
C -20.12711 11.55650 5.04089
C -18.18746 12.97883 5.31081
O -18.48179 13.13689 6.47144
H -19.13893 12.34780 2.41578
H -18.35607 10.76164 2.90456
H -17.49260 12.34740 2.88866
H -20.88831 11.44402 4.24106
H -20.05482 10.49253 5.38430
H -20.52613 12.28061 5.73895
H -17.33004 13.49683 4.74622
C -18.83170 5.31501 14.06175
N -19.16239 5.95982 12.78466
C -19.29270 7.38942 12.65645
C -19.44998 5.14354 11.73590
O -20.00313 5.46974 10.69885
H -19.26333 4.31918 14.07385
H -19.40571 5.91004 14.76163
H -17.75060 5.36032 14.26749
H -18.30821 7.89921 12.58589
H -19.92344 7.51788 11.77739
H -19.83234 7.92521 13.45597
H -19.43361 4.07035 12.03204
C -23.12962 6.70507 7.82920
N -22.66244 7.90166 7.20944
C -22.31094 9.05647 8.05410
C -22.94041 8.10259 5.88121
O -22.82354 9.18771 5.35306
H -22.50440 6.31492 8.60914
H -23.28264 5.91434 7.06241
H -24.12043 6.88152 8.23067
H -22.13557 9.94063 7.39881
H -23.11206 9.30471 8.76905
H -21.38764 8.77198 8.51254
H -23.22923 7.14889 5.38652
C -14.57115 5.31515 10.75520
N -14.37287 6.04060 9.48316
C -15.30107 7.08679 9.09368
C -13.25408 5.88591 8.77831
O -12.90622 6.48114 7.79024
H -15.45778 4.66208 10.74911
H -14.64789 6.06240 11.54328
H -13.74458 4.61893 10.98508
H -15.59582 7.74639 9.90891
H -14.85266 7.71945 8.31618
H -16.23765 6.61428 8.83764
H -12.51141 5.20756 9.24073
C -20.07488 12.63542 9.75374
N -20.63397 11.84708 10.80242
C -20.18964 10.48624 11.16273
C -21.92264 12.14399 11.16365
O -22.68768 11.40675 11.71064
H -20.67998 13.55334 9.56552
H -20.15214 12.10940 8.74749
H -19.07314 12.95644 9.95430
H -19.10496 10.52235 11.16245
H -20.57267 10.26341 12.15671
H -20.56942 9.80465 10.35778
H -22.15915 13.16397 10.90136
C -19.27544 7.64532 7.34224
N -18.49349 8.71636 7.95275
C -17.90258 9.66875 7.05828
C -18.27764 8.64867 9.27385
O -17.56525 9.44797 9.86476
H -19.81365 8.01788 6.45183
H -19.96389 7.31930 8.08988
H -18.67867 6.82948 6.97912
H -16.84006 9.85420 7.12977
H -18.07737 9.18751 6.09438
H -18.35212 10.67195 7.04193
H -18.79026 7.78614 9.77475
O -20.05295 5.26589 3.32770
C -19.26457 6.21644 3.99248
C -19.14559 7.37692 3.05208
O -18.54641 8.42067 3.79109
H -20.24341 4.48216 3.87974
H -19.79794 6.52160 4.85923
H -18.24208 5.82638 4.29558
H -20.12097 7.77208 2.74789
H -18.56112 7.05328 2.11621
H -17.62990 8.13505 3.96663
O -15.99795 11.85306 10.82672
C -15.04922 10.94076 11.43252
C -15.57341 10.37077 12.70461
O -16.63577 9.37184 12.52348
H -16.59138 11.24546 10.33838
H -14.67542 10.18901 10.74045
H -14.18498 11.54510 11.68121
H -15.94305 11.15470 13.36294
H -14.66563 9.88322 13.07536
H -16.99852 9.55105 11.64030

DFT (the ωB97M-V functional and the def2-TZVPD basis) results for a cluster of 2 separate species, C2H9NO2 in total.

Output
Structure (SMILES): CNCO.O
HOMO-LUMO gap: 10.340 eV
Energy relative to the best compared isomer or geometry (same formula, charge and spin): 0.2416 eV
E_HOMO: -9.519 eV

CARTESIAN COORDINATES (ANGSTROEM)
C 0.90688 -1.22492 0.29331
N 0.96009 0.07392 -0.36551
C 0.65049 1.17704 0.49977
O -0.71762 1.34694 0.83425
H 1.33958 -1.12883 1.29138
H 1.45349 -1.98700 -0.26477
H -0.09589 -1.62117 0.48694
H 0.29593 0.09412 -1.13252
H 1.25018 1.08044 1.39923
H 0.90674 2.08778 -0.02941
H -1.19475 0.57165 1.14048
O -2.23337 -0.38108 -1.28120
H -2.02081 0.51979 -1.00103
H -1.50092 -0.60867 -1.87093

DFT (the ωB97M-V functional and the def2-TZVPD basis) results for a structure of composition C2H13F2HfO5 at a distorted geometry.

Output
Net charge: +1
HOMO-LUMO gap: 5.022 eV
Energy relative to the best compared isomer or geometry (same formula, charge and spin): 0.0000 eV
E_HOMO: -13.087 eV

CARTESIAN COORDINATES (ANGSTROEM)
Hf -1.68796 1.68143 -0.67309
F -1.03686 -0.47718 -0.60305
F -3.44487 0.46565 0.15973
C 2.13530 2.43918 1.98866
C 1.60849 1.79358 0.75024
O 0.21382 1.78136 0.59350
H 1.50067 2.35074 2.87201
H 2.32648 3.48918 1.76671
H 3.05812 1.97130 2.33136
H 2.05005 0.79153 0.74480
H 2.12926 2.29361 -0.07068
O -2.08530 -3.18671 -0.36632
H -1.72171 -2.29493 -0.39113
H -3.00853 -3.06678 -0.12557
O -2.70957 0.72309 -2.74146
H -2.93318 -0.21873 -2.80687
H -2.69178 1.04000 -3.65494
O 1.17709 -2.00447 1.37377
H 0.46603 -2.65503 1.35612
H 0.72823 -1.15511 1.37169
O 1.46904 -2.16577 -1.55290
H 1.79338 -1.94282 -0.67240
H 0.66379 -1.65313 -1.65017

DFT (the ωB97M-V functional and the def2-TZVPD basis) results for the molecule C5H12 at a distorted geometry.

Output
Structure (SMILES): CCC(C)C
HOMO-LUMO gap: 11.312 eV
Energy relative to the best compared isomer or geometry (same formula, charge and spin): 1.6653 eV
E_HOMO: -10.098 eV

CARTESIAN COORDINATES (ANGSTROEM)
C 1.54370 1.24438 -0.56386
C 1.27282 -0.09690 0.01306
C -0.36109 -0.45336 -0.31795
C -0.78772 -1.66017 0.62964
C -1.41122 0.65639 0.05677
H 2.49133 1.67077 -0.17122
H 0.93662 2.04261 -0.17828
H 1.56050 1.23213 -1.68598
H 1.83341 -1.02387 -0.35528
H 1.46400 -0.00023 1.14642
H -0.49167 -0.80386 -1.35726
H -0.00394 -2.12262 1.21494
H -1.44194 -2.33694 0.04649
H -1.33405 -1.06333 1.28600
H -1.49808 1.32259 -0.80123
H -1.34834 1.18173 1.05178
H -2.42433 0.21069 -0.01404

| no. | energy (a.u.) |
| --- | --- |
| 1 | -778.5381 |
| 2 | -3032.1172 |
| 3 | -944.3699 |
| 4 | -367.9080 |
| 5 | -421.9533 |
| 6 | -327.1006 |
| 7 | -6981.9405 |
| 8 | -2448.5238 |
| 9 | -286.8095 |
| 10 | -707.6134 |
| 11 | -197.6479 |